No. 1
Molecular formula: C61H60F4N2P3Pd
Method: DFT, the ωB97M-V functional and the def2-TZVPD basis

Geometry as ORCA input:
```
! wB97M-V def2-TZVPD RIJCOSX def2/J DEFGRID3
* xyz 1 1
Pd -0.31991 -2.48430 1.17449
P 0.62871 6.12080 -1.98725
P -0.75187 -1.00929 -0.49330
P -0.98688 -4.61027 0.87959
F 3.93295 -5.66645 4.36548
F -3.73453 2.59481 3.39991
F 0.99847 3.01632 3.05237
F 5.22980 -3.49746 0.33293
N 2.18490 6.53880 -1.38689
N 0.06616 7.70435 -1.55912
C -3.25872 -0.00965 0.15773
C 4.66030 -4.58288 2.37633
C -4.81025 -4.27629 -0.50266
C 2.23811 7.80278 -0.84978
C 1.03848 8.46485 -0.95283
C -1.10422 0.03062 3.48176
C -1.62965 1.67175 -0.46639
C -0.76907 -5.49648 2.44714
C 3.76232 -4.65591 3.44032
C -1.36727 2.86209 3.28355
C -2.66965 -2.09469 -3.96625
C 2.40173 -5.46661 -1.22714
C 4.42491 -3.56401 1.45299
C 0.41261 -6.19909 2.72645
C 0.16530 -5.38706 -0.27743
C 2.44649 -2.79968 2.62221
C -5.34299 -5.54434 -0.25525
C -1.05853 -1.36887 3.51084
C 1.48690 -4.91344 -0.33856
C -3.19805 -6.27868 0.59920
C 3.00669 4.40834 -2.22906
C -1.76149 -5.39066 3.43864
C -1.11027 8.35511 -2.19514
C 4.14912 6.52749 -2.88252
C -1.55342 -5.95028 4.69914
C -1.98273 -3.25618 -4.32527
C -1.94274 0.32402 -0.21516
C -2.66822 -4.99586 0.37644
C -2.38439 0.65178 3.46106
C 3.38580 -2.64712 1.58012
C -0.67800 9.23419 -3.37250
C -2.48132 2.02456 3.37573
C 0.09507 -2.20609 3.40367
C 0.82579 -0.18914 -0.83340
C 2.01803 -6.53506 -2.03750
C -2.04916 7.26596 -2.69558
C 4.32513 5.72030 -0.53822
C 1.56949 -0.44676 -1.99590
C -3.90136 2.32020 0.05166
C -1.80642 9.23722 -1.16258
C -2.30650 -1.37129 -2.82950
C 2.60431 1.25663 -0.02432
C 0.04337 0.86940 3.47574
C -2.59783 2.66000 -0.30261
C -3.47220 -4.00969 -0.21796
C 2.69063 -3.78169 3.60154
C 1.25523 -1.92789 2.65030
C 2.81929 0.14669 -2.16323
C 3.41147 5.79882 -1.75750
C 0.61030 -6.74942 3.98967
C -1.23844 -1.81913 -2.03486
C -0.51626 -2.95326 -2.43783
C -0.12166 2.23745 3.28432
C -4.52796 -6.54742 0.27550
C -0.90313 -3.68704 -3.55298
C 1.35084 0.67126 0.14661
C -0.22194 -6.45534 -1.09961
C -0.36300 -6.62162 4.97959
C -4.23120 0.98243 0.26633
C 3.34399 0.98842 -1.18090
C 0.71332 -7.02878 -1.96207
H -0.03777 10.06364 -3.04410
H -2.73834 9.63661 -1.58880
H 0.19859 5.22774 -0.89556
H 1.16724 -1.09623 -2.77106
H 3.79338 5.27212 0.31129
H 1.42207 -0.91432 2.29134
H -0.35357 -4.59202 -3.81115
H 2.74897 -6.98721 -2.70741
H -5.24955 0.71656 0.54978
H 1.17772 -6.32152 1.95973
H -2.69861 -4.87376 3.22302
H 4.68925 6.71506 -0.25034
H -2.36195 6.60435 -1.88081
H 1.79917 -4.08037 0.29801
H -3.27082 0.02067 3.48406
H 4.32352 1.45051 -1.31490
H -1.23393 -6.85426 -1.03743
H 0.34602 -3.28374 -1.85379
H -2.57699 -7.06318 1.03377
H 3.41536 -5.06698 -1.26281
H -6.39142 -5.74667 -0.47675
H 2.44921 3.87210 -1.45353
H 4.48640 7.52214 -2.56348
H -0.14200 8.65476 -4.13539
H -2.05419 8.65399 -0.26696
H -2.94726 7.73893 -3.11207
H -3.52489 -1.04556 0.37428
H -4.93194 -7.54319 0.44754
H -1.59166 6.66272 -3.48957
H -3.50001 -1.74806 -4.57865
H 1.02716 0.42546 3.62173
H 0.77352 0.87890 1.05415
H 2.39499 4.44883 -3.13992
H -4.65521 3.09687 0.18499
H 5.48733 -5.27840 2.27517
H -0.19606 -7.06027 5.96338
H -2.33254 3.70720 -0.44622
H -2.27513 -3.82706 -5.20671
H -5.43739 -3.48377 -0.91346
H -1.48012 3.94080 3.22124
H 0.42740 -7.88577 -2.56829
H 2.01707 -3.87135 4.45194
H 3.51393 6.64138 -3.77040
H 5.03553 5.94234 -3.16617
H 5.19986 5.09651 -0.77200
H 3.18279 8.20957 -0.48962
H -1.57373 9.66827 -3.84152
H 2.99286 1.92282 0.74957
H -1.99629 -1.89988 3.69332
H -3.04374 -3.03077 -0.44463
H 1.53367 -7.28508 4.20267
H -2.32756 -5.86974 5.46165
H 3.90743 3.82423 -2.45751
H 3.38657 -0.04488 -3.07285
H 0.84707 9.50900 -0.70520
H -1.17999 10.09138 -0.87449
H -0.63713 1.95944 -0.81103
H -2.84112 -0.46029 -2.56055
H 3.25053 -1.84487 0.85359
H 0.11148 -3.12794 3.97858
*
```

Results
Gap between HOMO and LUMO   2.65 eV
F_max   2.6 eV/A
E_LUMO   -5.090 eV

---

No. 2
Molecular formula: C6H12O
Method: DFT, the ωB97M-V functional and the def2-TZVPD basis

Geometry as ORCA input:
```
! wB97M-V def2-TZVPD RIJCOSX def2/J DEFGRID3
* xyz 0 1
O -0.17060 -1.00021 2.39429
C -2.27691 0.84644 -0.42140
C 0.55392 1.76220 0.33974
C 1.45251 -0.47703 -0.54175
C -0.99327 0.08865 -0.77254
C 0.29586 0.41225 -0.34961
C 1.51134 -1.55978 -1.39633
H -1.24109 -0.81966 -1.38736
H -2.58760 1.47987 -1.35648
H 0.05751 2.58519 -0.16785
H 0.14579 1.74854 1.40454
H 2.34982 -0.26236 0.07588
H 0.75845 -1.92824 -2.06152
H -3.01351 0.16331 -0.05082
H 1.67651 1.91523 0.43848
H 2.41034 -2.15644 -1.41184
H -0.25071 -0.85480 1.36123
H -2.24556 1.68311 0.41416
H 0.04411 -1.98840 2.43862
*
```

Results
Gap between HOMO and LUMO   9.02 eV
F_max   3.5 eV/A
SMILES string   C=C/C(C)=C/C.O
Energy above the lowest of the compared OMol25 structures with the same formula, charge and spin   218.0 kJ/mol
E_LUMO   0.519 eV

---

No. 3
Molecular formula: C6H14
Method: DFT, the ωB97M-V functional and the def2-TZVPD basis

Geometry as ORCA input:
```
! wB97M-V def2-TZVPD RIJCOSX def2/J DEFGRID3
* xyz 0 1
C -2.09791 0.51471 1.01475
C -1.38414 -0.72431 -1.03803
C 2.84013 0.27240 0.36832
C -0.97489 -0.30891 0.37980
C 1.63322 -0.28866 0.35152
C 0.34057 0.48681 0.46722
H 1.88988 -0.08917 -1.73329
H 1.32472 -0.28547 -2.17508
H -3.04216 -0.04010 1.03192
H 0.37871 0.95804 1.45561
H 2.96035 1.35493 0.40468
H -2.26704 1.44075 0.44975
H -1.50948 0.15197 -1.68741
H -1.84829 0.79339 2.04430
H -0.84750 -1.22529 0.97428
H 0.31153 1.31429 -0.25889
H 1.54973 -1.36867 0.21370
H -0.65804 -1.39216 -1.51334
H -2.34762 -1.24956 -1.01353
H 3.74821 -0.31499 0.26374
*
```

Results
Gap between HOMO and LUMO   10.63 eV
F_max   0.6 eV/A
SMILES string   C=CCC(C)C.[H][H]
Energy above the lowest of the compared OMol25 structures with the same formula, charge and spin   200.5 kJ/mol
E_LUMO   1.254 eV

---

No. 4
Molecular formula: C5H22N2O6
Method: DFT, the ωB97M-V functional and the def2-TZVPD basis

Geometry as ORCA input:
```
! wB97M-V def2-TZVPD RIJCOSX def2/J DEFGRID3
* xyz 0 1
O -0.44930 -1.58685 -0.54292
O 2.25836 -0.28398 -0.58177
O -3.42996 -0.51383 -1.26497
O -3.88048 2.15757 -1.40286
O -1.14285 -1.31306 -3.38141
O 2.24788 -2.33031 -2.42737
N 2.92709 1.68813 -1.08941
N -0.45873 0.97921 0.56649
C -0.67178 0.73859 2.09418
C 0.99596 -0.76915 3.38916
C 1.92915 0.88035 -0.32061
C -0.35422 -0.76934 2.80322
C 0.91887 1.70697 0.44807
H 1.30040 2.14732 1.41112
H 1.42290 -1.61955 3.98271
H -0.70449 -1.20603 -1.41475
H 0.41597 -1.92903 -0.67907
H -3.39534 2.79901 -0.89995
H 0.68994 2.57179 -0.15124
H -2.60818 -0.61974 -1.71754
H -0.10201 1.54700 2.49551
H 2.59594 -1.84069 -1.65982
H 2.55116 -1.75185 -3.09801
H -1.42380 -1.41226 -4.24296
H -0.55577 0.23020 0.06447
H -3.20269 -0.37225 -0.26270
H -0.56108 -1.45025 1.96815
H -0.63010 -2.20379 -3.26971
H -3.47417 1.26124 -1.33059
H 1.21542 0.11870 3.95019
H 2.99759 2.67893 -0.91630
H -1.73353 0.81677 2.42772
H 3.83796 1.31685 -1.03179
H -1.28959 -0.81689 3.42094
H 1.76348 -0.84980 2.66381
*
```

Results
Gap between HOMO and LUMO   9.36 eV
F_max   10.1 eV/A
SMILES string   CCCNCC(N)=O.O.O.O.O.O
Energy above the lowest of the compared OMol25 structures with the same formula, charge and spin   469.7 kJ/mol
E_LUMO   0.357 eV

---

Question: What is the F_max in the third record?
Answer: 0.6 eV/A